DFT (ωB97M-V/def2-TZVPD) results for an isolated ion of composition C2H7N4O and charge +1 at a distorted geometry.

Geometry as ORCA input:
```
! RIJCOSX wB97M-V def2-TZVPD def2/J DEFGRID3
* xyz 1 1
C -0.31 0.22 0.00
C 0.49 -1.11 0.14
N 1.90 -1.10 -0.05
N -1.66 0.26 -0.05
N 0.31 1.32 -0.15
N 2.38 0.02 -0.30
O -2.43 -0.89 -0.21
H 0.43 -1.39 1.32
H -0.02 -1.90 -0.29
H -2.03 1.09 -0.56
H 1.32 1.14 -0.30
H -0.10 2.26 -0.14
H 3.34 -0.09 -0.11
H -3.35 -0.82 0.16
*
```

Results
Energy above the lowest of the compared OMol25 structures with the same formula, charge and spin in eV: 4.244
HOMO level in eV: -14.420

DFT (ωB97M-V/def2-TZVPD) results for a 2-piece molecular cluster, C2H7N4O overall at a distorted geometry.

Geometry as ORCA input:
```
! RIJCOSX wB97M-V def2-TZVPD def2/J DEFGRID3
* xyz 1 1
C 2.36 1.35 0.28
C -0.34 -0.11 -0.85
N 1.55 -1.32 -0.30
N 0.34 -0.91 0.02
N -1.50 0.47 -0.56
N -1.96 0.03 0.70
O 2.76 0.22 0.27
H 1.39 1.88 0.24
H 0.21 -0.20 -1.81
H 2.01 -1.97 0.41
H -1.79 1.27 -1.22
H -2.92 -0.42 0.50
H -0.05 -1.08 0.93
H -2.06 0.79 1.39
*
```

Results
Energy above the lowest of the compared OMol25 structures with the same formula, charge and spin in eV: 6.701
HOMO level (spin up / spin down) in eV: -12.672 / -12.166

DFT (ωB97M-V/def2-TZVPD) results for an isolated ion of composition C2H7N4OS and charge +1 at a distorted geometry.

Geometry as ORCA input:
```
! RIJCOSX wB97M-V def2-TZVPD def2/J DEFGRID3
* xyz 1 1
C 1.34 -0.49 -0.26
C -1.08 0.16 -0.42
N 1.50 0.86 -0.48
N -0.19 -0.79 -0.13
N -0.43 -1.87 0.73
N 0.69 1.80 0.14
O 2.13 -1.36 -0.39
S -2.89 0.29 -0.32
H -0.87 0.83 -1.21
H 2.49 1.17 -0.55
H 0.29 -2.56 0.45
H -1.48 -2.20 0.71
H 0.59 2.67 -0.31
H 0.94 1.80 1.13
H -3.03 -0.30 0.90
*
```

Results
Energy above the lowest of the compared OMol25 structures with the same formula, charge and spin in eV: 1.585
HOMO level in eV: -13.864

DFT (ωB97M-V/def2-TZVPD) results for C2H7N4S as an isolated structure at a distorted geometry.

Geometry as ORCA input:
```
! RIJCOSX wB97M-V def2-TZVPD def2/J DEFGRID3
* xyz 1 1
C 1.45 0.08 0.71
C -0.71 0.13 1.39
N 0.69 0.05 1.70
N 0.88 0.33 -0.52
N 1.33 -0.36 -1.54
N -0.89 0.34 0.05
S -2.15 -0.66 -0.77
H 2.50 -0.31 0.76
H -0.96 -0.82 1.83
H -1.09 1.00 1.88
H 1.01 -0.11 -2.49
H 1.75 -1.34 -1.22
H -1.07 1.25 -0.31
H -2.74 0.43 -1.44
*
```

Results
Energy above the lowest of the compared OMol25 structures with the same formula, charge and spin in eV: 3.789
HOMO level in eV: -13.800

DFT (ωB97M-V/def2-TZVPD) results for C2H7N5O as an isolated structure at a distorted geometry.

Geometry as ORCA input:
```
! RIJCOSX wB97M-V def2-TZVPD def2/J DEFGRID3
* xyz 0 1
C -0.44 -0.07 -0.23
C 1.86 0.07 -0.42
H -3.21 0.46 -2.53
H -0.95 -0.16 -2.48
H -2.14 -0.75 0.29
H -1.29 0.28 1.59
H 1.25 -0.17 2.68
H 2.47 -0.46 -1.07
H 3.26 0.87 0.11
N -2.11 -0.36 -1.88
N -1.70 -0.27 -0.58
N -0.32 0.69 1.12
N 0.54 -0.14 -0.97
N 2.20 0.74 0.58
O 0.24 -0.59 2.18
*
```

Results
Energy above the lowest of the compared OMol25 structures with the same formula, charge and spin in eV: 10.569
HOMO level in eV: -8.454

DFT (ωB97M-V/def2-TZVPD) results for a 2-piece molecular cluster, C2H7NO overall.

Geometry as ORCA input:
```
! RIJCOSX wB97M-V def2-TZVPD def2/J DEFGRID3
* xyz 0 1
C -1.00 -0.12 -1.53
O -0.93 -1.18 -0.98
H 0.72 -1.40 0.47
H -0.28 0.20 -2.31
H -1.82 0.60 -1.35
H 0.21 0.94 -0.08
C 0.76 0.61 0.83
N 0.50 -0.75 1.22
H -0.48 -0.89 1.45
H 0.48 1.27 1.65
H 1.83 0.72 0.63
*
```

Results
Energy above the lowest of the compared OMol25 structures with the same formula, charge and spin in eV: 1.455
HOMO level in eV: -9.094

DFT (ωB97M-V/def2-TZVPD) results for an isolated molecule of C2H7NO at a distorted geometry.

Geometry as ORCA input:
```
! RIJCOSX wB97M-V def2-TZVPD def2/J DEFGRID3
* xyz 0 1
C 0.07 -0.62 -0.22
O -0.25 -1.88 0.54
C -0.06 0.69 0.46
N 0.25 1.85 -0.57
H -0.59 -0.55 -1.02
H 1.03 -0.78 -0.48
H -0.03 -2.65 0.01
H 0.84 0.79 1.14
H -1.00 0.87 0.93
H 0.47 1.42 -1.50
H -0.46 2.52 -0.82
*
```

Results
Energy above the lowest of the compared OMol25 structures with the same formula, charge and spin in eV: 1.606
HOMO level in eV: -9.542

DFT (ωB97M-V/def2-TZVPD) results for a 2-piece molecular cluster, C2H7NO overall at a distorted geometry.

Geometry as ORCA input:
```
! RIJCOSX wB97M-V def2-TZVPD def2/J DEFGRID3
* xyz 0 1
C 0.11 -1.70 2.04
C 1.00 -0.81 1.60
N 1.64 -0.86 0.30
H -0.26 -2.62 1.71
H -0.38 -1.58 3.05
H 1.34 0.10 2.07
H 1.68 -1.63 -0.18
H 2.35 -0.13 0.07
H -2.15 2.54 -3.17
H -2.57 3.80 -3.65
O -2.75 2.88 -3.83
*
```

Results
Energy above the lowest of the compared OMol25 structures with the same formula, charge and spin in eV: 1.615
HOMO level in eV: -8.325

In order of appearance, total energy = -374.2937 -374.2034 -772.5062 -697.2068 -429.0351 -210.3453 -210.3397 -210.3394 Ha.